1.
A cluster of 3 separate species, CH8N2O3 in total in a non-equilibrium geometry. Source: the Open Molecules 2025 dataset; level of theory: the ωB97M-V functional and the def2-TZVPD basis.

Atoms and positions in Å:
1 N 1.99907 0.92347 1.72276
2 C 0.90725 0.64213 0.83742
3 N 0.49274 -0.71794 0.78289
4 O 0.31146 1.49270 0.21591
5 H 2.56146 0.24066 2.14775
6 H 2.08999 1.84160 2.03832
7 H 0.19965 -0.99572 -0.12510
8 H 0.97450 -1.38840 1.27945
9 H 0.05960 -1.19377 -4.43057
10 H -0.57487 -0.04674 -3.67885
11 O -0.59708 -0.96344 -3.79661
12 H -2.71578 -0.35551 0.08234
13 H -1.72654 -0.80115 1.24544
14 O -2.68364 -0.85330 0.94034

- total energy (hartree) = -378.15217
- SMILES = NC(N)=O.O.O
- relative energy (zero: lowest compared OMol25 entry of this formula, charge and spin) (kcal/mol) = 22.19



2.
A cluster of 2 separate species, CH8N3 in total in a non-equilibrium geometry. Source: the Open Molecules 2025 dataset; level of theory: the ωB97M-V functional and the def2-TZVPD basis.

Atoms and positions in Å:
1 N -0.22140 1.58910 -1.32066
2 H 0.67131 1.92733 -1.65957
3 H 1.34376 0.24448 0.98443
4 H -0.76535 2.36261 -0.96530
5 H -0.69994 1.34214 -2.18946
6 N -0.88488 -0.72867 0.24298
7 C 0.04754 -1.37192 0.88980
8 N 1.15759 -0.73171 1.19058
9 H -0.78290 0.24296 -0.08879
10 H -1.70473 -1.24695 0.01082
11 H -0.00730 -2.40572 1.19794
12 H 1.84629 -1.22363 1.70724

- total energy (hartree) = -206.95186
- total charge = +1
- relative energy (zero: lowest compared OMol25 entry of this formula, charge and spin) (kcal/mol) = 4.91



3.
A cluster of 2 separate species, CH8N3O in total in a non-equilibrium geometry. Source: the Open Molecules 2025 dataset; level of theory: the ωB97M-V functional and the def2-TZVPD basis.

Atoms and positions in Å:
1 N 0.75277 0.35576 0.02946
2 C 0.20394 -0.90634 -0.12715
3 N -1.13540 -1.12693 0.09163
4 N 1.02088 -1.90892 -0.62572
5 H 1.64661 0.72171 -0.46011
6 H 0.03156 1.05033 0.33571
7 H -1.24335 -2.17108 0.15892
8 H -1.69667 -0.59714 0.63416
9 H 2.02521 -1.60949 -0.71721
10 H 0.82526 -2.85245 -0.75057
11 H -0.29381 3.62701 0.87807
12 H -1.19337 3.24720 -0.17600
13 O -0.72410 2.84783 0.54904

- total energy (hartree) = -282.18926
- total charge = +1
- relative energy (zero: lowest compared OMol25 entry of this formula, charge and spin) (kcal/mol) = 25.02



4.
A cluster of 2 separate species, CH8N3O in total in a non-equilibrium geometry. Source: the Open Molecules 2025 dataset; level of theory: the ωB97M-V functional and the def2-TZVPD basis.

Atoms and positions in Å:
1 N 0.39608 0.91841 0.45445
2 C -0.81511 0.24233 0.34165
3 N -0.80527 -1.11039 0.96330
4 N -1.23449 -0.01926 -1.16080
5 H 0.49038 1.94699 0.71374
6 H 1.87839 0.23777 -0.21754
7 H -0.68588 -1.91369 0.32937
8 H 0.02714 -1.15112 1.57935
9 H -1.75199 0.72582 0.74389
10 H -2.21301 -0.26289 -1.21499
11 H -1.19411 0.90443 -1.61617
12 H 3.36027 -0.29757 -0.17803
13 O 2.54760 -0.22083 -0.73822

- total energy (hartree) = -281.93309
- total charge = +1
- relative energy (zero: lowest compared OMol25 entry of this formula, charge and spin) (kcal/mol) = 185.77



5.
The ion CH8N3OSi with charge +1 in a non-equilibrium geometry. Source: the Open Molecules 2025 dataset; level of theory: the ωB97M-V functional and the def2-TZVPD basis.

Atoms and positions in Å:
1 C 0.09757 0.71176 -0.91163
2 N -0.19868 1.17987 -2.07431
3 N -0.70531 0.68328 0.08246
4 N -0.20246 0.06406 1.33248
5 O 1.39235 0.41136 -0.84342
6 Si 0.10378 -1.67218 1.35004
7 H -1.11077 1.32446 -2.35873
8 H 0.51297 1.10266 -2.83349
9 H -1.63429 0.99415 0.11921
10 H 1.55038 0.34364 0.07217
11 H -0.43696 0.71643 1.99553
12 H -1.20073 -2.29266 1.94242
13 H 0.51549 -1.74843 -0.09700
14 H 1.31667 -1.81838 2.22428

- total energy (hartree) = -571.61779
- SMILES = N/C(O)=[NH+]/N[SiH3]
- total charge = +1
- relative energy (zero: lowest compared OMol25 entry of this formula, charge and spin) (kcal/mol) = 49.83



6.
A cluster of 2 separate species, CH8N6 in total in a non-equilibrium geometry. Source: the Open Molecules 2025 dataset; level of theory: the ωB97M-V functional and the def2-TZVPD basis.

Atoms and positions in Å:
1 N 0.76217 -0.35400 -0.48839
2 N 2.16522 -0.40054 -0.59125
3 N -1.74373 -0.53244 -0.57876
4 C 0.06082 -0.59918 0.51640
5 N 2.78507 0.82821 -0.28553
6 N -2.47162 0.67179 -0.21845
7 N -0.22670 -0.56845 1.71071
8 H -1.08699 -0.36643 -1.42169
9 H 2.54663 -1.10001 0.04974
10 H -2.41929 -1.29513 -0.62950
11 H 2.64196 1.45973 -1.06581
12 H 2.40753 1.25051 0.56481
13 H -2.56548 0.65290 0.79745
14 H -1.84331 1.44824 -0.41999
15 H -1.01228 -1.09521 2.06024

- total energy (hartree) = -371.26463
- SMILES = N=C=NNN.NN
- relative energy (zero: lowest compared OMol25 entry of this formula, charge and spin) (kcal/mol) = 74.71